(1)
16
Properties=species:S:1:pos:R:3:mulliken_charge:R:1 method="wB97M-V/def2-TZVPD" max_force_ha_per_bohr=0.0440 smiles="O=C(S)S.C=CCS" homo_ev=-9.0 homo_lumo_gap_ev=9.211
C 2.444 0.572 -0.006 -0.702
C 0.997 0.774 -0.370 -0.042
C 0.076 -0.164 -0.555 -0.949
C -1.889 -0.497 0.709 0.417
H 2.188 -1.343 1.382 0.123
H 2.700 1.205 0.851 0.335
H 3.080 0.914 -0.830 0.326
H 0.719 1.822 -0.485 0.331
H 0.308 -1.222 -0.462 0.291
H -0.942 0.101 -0.821 0.550
H -3.096 1.183 -0.495 0.116
H -3.530 -0.895 -0.988 0.116
O -1.088 -0.856 1.524 -0.442
S 2.984 -1.129 0.322 -0.233
S -2.166 1.253 0.465 -0.153
S -2.784 -1.718 -0.240 -0.083



(2)
10
Properties=species:S:1:pos:R:3:mulliken_charge:R:1 method="wB97M-V/def2-TZVPD" max_force_ha_per_bohr=0.1235 homo_ev=-9.5 homo_lumo_gap_ev=10.244
C 0.042 0.201 -0.270 -0.049
C 1.611 0.137 0.198 -0.171
H -2.136 0.427 0.248 0.269
H -2.517 -1.120 0.415 0.295
H -0.313 1.307 -0.986 0.215
H 1.963 0.399 1.168 0.283
H 2.129 1.111 -0.379 0.166
N -2.046 -0.482 -0.229 -0.536
N -0.681 -0.848 0.137 -0.214
F 1.949 -1.132 -0.303 -0.259



(3)
91
Properties=species:S:1:pos:R:3:mulliken_charge:R:1 method="wB97M-V/def2-TZVPD" max_force_ha_per_bohr=0.0582 homo_ev=-11.0 total_charge=+1 homo_lumo_gap_ev=7.694
C 3.479 0.393 4.077 -1.135
C 2.730 0.366 2.718 0.528
P 1.125 -0.453 3.078 -0.332
C 1.752 -2.168 3.012 -1.096
C 0.065 0.229 1.601 0.733
N 0.071 1.649 2.050 -0.570
C -0.016 2.004 3.220 0.631
S -0.274 2.634 4.604 -0.236
O 0.729 0.221 0.352 -0.001
C 0.183 0.961 -0.740 1.616
C 0.766 0.178 -1.946 -0.656
C 0.465 0.720 -3.350 -1.116
C -0.138 -0.325 -4.265 -0.287
F 0.523 -1.540 -4.123 -0.377
C 0.682 2.409 -0.865 -1.402
C 2.152 2.644 -1.178 0.612
C 3.195 2.012 -0.285 -1.188
F 2.322 4.027 -1.073 -0.444
C -1.370 0.858 -0.898 -0.433
F -1.931 1.886 -1.597 -0.595
N -2.182 0.619 0.367 1.484
C -2.297 2.096 0.822 -2.144
O -2.495 2.262 2.199 -0.199
N -3.073 3.581 2.439 0.048
O -3.419 3.667 3.527 -0.214
C -3.628 0.204 0.117 -0.715
I -5.185 0.887 1.436 0.150
C -4.085 -0.577 -0.861 0.627
C -5.523 -0.948 -1.070 -1.826
I -2.949 -1.512 -2.383 0.332
C -1.375 -0.307 1.336 1.300
C -1.261 -1.601 0.441 -1.419
C -0.207 -2.684 0.664 -0.472
C -0.348 -3.704 -0.481 -0.738
S -1.771 -4.783 -0.173 -0.226
P -2.293 -1.007 2.818 0.940
N -2.691 -0.099 4.001 -0.914
O -1.405 -2.194 3.400 -0.524
O -3.537 -1.844 2.255 -0.387
H 2.974 -0.192 4.840 0.353
H 4.512 0.086 3.975 0.181
H 3.476 1.410 4.455 0.400
H 2.563 1.391 2.424 0.034
H 3.288 -0.184 1.968 -0.308
H 2.535 -2.207 3.766 0.464
H 2.248 -2.418 2.081 0.345
H 1.043 -2.948 3.248 0.322
H 1.816 -0.005 -1.769 1.163
H 0.316 -0.816 -1.903 -0.068
H -0.183 1.590 -3.384 0.143
H 1.400 1.020 -3.816 0.486
H 0.008 -0.012 -5.294 0.488
H -1.201 -0.469 -4.096 -0.305
H 0.124 2.909 -1.651 0.451
H 0.469 2.997 0.024 0.617
H 2.388 2.417 -2.214 0.200
H 4.159 2.145 -0.771 0.489
H 3.249 2.576 0.640 0.313
H 3.069 0.951 -0.126 0.131
H -1.505 0.034 -1.583 -0.788
H -1.398 2.637 0.564 0.972
H -3.106 2.574 0.286 1.153
H -5.893 -1.530 -0.232 0.442
H -6.136 -0.068 -1.225 0.430
H -5.640 -1.566 -1.951 0.547
H -2.233 -2.087 0.382 1.575
H -1.027 -1.338 -0.581 -0.664
H -0.265 -3.279 1.560 0.517
H 0.773 -2.252 0.507 -0.357
H 0.550 -4.313 -0.480 0.575
H -0.409 -3.223 -1.453 0.150
H -2.408 -4.717 -1.344 0.139
H -2.419 0.864 3.847 0.138
H -1.669 -3.045 3.023 0.384
H -4.134 -1.904 3.017 0.452
Cl -2.765 0.807 -6.667 -0.182
C -3.069 2.378 -5.878 -0.026
C -2.183 3.465 -6.424 -0.484
Cl -0.476 3.208 -5.972 -0.149
H -2.915 2.251 -4.808 -0.159
H -4.114 2.624 -6.052 0.389
H -2.482 4.425 -6.008 0.298
H -2.241 3.521 -7.507 0.355
Cl 4.865 -1.958 1.018 -0.086
C 6.452 -1.874 1.836 -0.496
C 6.831 -3.197 2.445 -0.438
Cl 5.772 -3.616 3.817 -0.169
H 6.397 -1.093 2.589 0.215
H 7.183 -1.583 1.085 0.372
H 7.848 -3.143 2.827 0.323
H 6.774 -4.002 1.718 0.317



(4)
18
Properties=species:S:1:pos:R:3:mulliken_charge:R:1 method="wB97M-V/def2-TZVPD" max_force_ha_per_bohr=0.0074 homo_ev=-7.5 homo_lumo_gap_ev=8.362
C -1.965 -0.942 0.212 -0.872
C -1.602 0.443 0.622 0.333
O -1.672 1.416 -0.091 -0.562
H -1.255 0.535 1.666 0.350
H -2.542 -0.932 -0.710 0.296
H -2.519 -1.439 1.003 0.329
H -1.037 -1.499 0.045 0.196
C 1.224 0.807 0.048 0.365
N 0.868 1.289 -1.217 -0.680
N 1.065 -1.604 -0.382 -0.538
C 1.386 -0.470 0.410 -0.344
O 1.486 1.784 0.971 -0.499
H 1.339 2.639 0.550 0.332
H 0.633 0.545 -1.861 0.236
H 0.074 1.925 -1.162 0.295
H 1.650 -2.394 -0.141 0.212
H 1.149 -1.420 -1.375 0.158
H 1.718 -0.683 1.411 0.393



Number 1: electronic energy -38828.757 eV. Number 2: electronic energy -7848.750 eV. Number 3: electronic energy -157516.181 eV. Number 4: electronic energy -11384.381 eV.